Molecular formula: C2H5OPS
Method: DFT, ωB97M-V/def2-TZVPD

Each line ends with the Mulliken charge.
CARTESIAN COORDINATES (ANGSTROEM)
C 0.21307 -0.64579 -1.19472  -0.922
S -0.70705 0.26726 0.15051  0.120
P -0.36252 -0.94873 2.12348  -0.102
C -0.64153 1.94039 -0.66577  0.011
O -0.68717 2.91771 0.00941  -0.293
H -0.37152 -1.48087 -1.61808  0.303
H 1.15874 -1.03733 -0.98608  0.397
H 0.27003 0.11330 -1.95496  0.342
H 0.33170 0.13575 2.79276  0.086
H 0.79625 -1.26171 1.34345  0.058

Summary:
E_tot, eV: -24323.5495
Energy relative to the best compared isomer or geometry (same formula, charge and spin), kJ/mol: 259.54
Kohn-Sham gap (alpha / beta), eV: 7.8 / 7.8
SMILES: CS(#[PH2])=C=O
2S+1: 1
LUMO level (alpha / beta), hartree: -0.0126 / -0.0126
HOMO (alpha / beta), eV: -8.1238 / -8.1242
Strongest force on any atom, eV Å⁻¹: 4.94
Charge: 0